No. 1
Density functional theory data (ωB97M-V with the def2-TZVPD basis set) for C6H14O3SSi in the gas phase in a non-equilibrium geometry.

Properties
- E_HOMO (eV) = -7.953
- energy (eV) = -31303.654
- energy above the lowest of the compared OMol25 structures with the same formula, charge and spin (kcal/mol) = 24.6
- Kohn-Sham gap (eV) = 8.05
- SMILES string = CO[Si](OC)(OC)[C@H](C)C=S
- M (g mol⁻¹) = 194.328

```
25
Properties=species:S:1:pos:R:3:forces:R:3:lowdin_charge:R:1
C -2.2122 -1.1540 -1.6316 -1.5 -1.3 -2.3 -0.159
O -0.8399 -1.0177 -1.4955 0.1 -0.1 1.0 -0.211
Si 0.0325 -0.1842 -0.3719 -2.4 1.2 1.4 0.243
O -0.5896 1.3801 -0.3865 1.8 -0.9 -0.7 -0.222
C 0.1557 2.6552 -0.3365 -4.2 -1.4 2.5 -0.057
O 1.4683 -0.5488 -0.8573 2.6 -0.5 -1.3 -0.293
C 1.8034 -1.1545 -2.0810 -0.5 1.2 -2.8 -0.129
C 0.1179 -0.5958 1.5006 1.8 2.9 1.8 -0.257
C -0.9852 -0.1074 2.4135 -2.5 2.0 -3.6 -0.161
C 1.6667 0.1097 2.2486 -2.1 -1.2 -2.9 -0.561
S 2.9827 0.1221 1.3609 0.9 0.4 0.9 0.735
H -2.7699 -0.9321 -0.7316 -0.2 0.4 0.2 0.065
H -2.4975 -2.2710 -1.8773 0.7 2.0 0.3 0.112
H -2.5538 -0.5072 -2.5321 0.2 -1.0 1.6 0.113
H -0.0648 2.9622 0.7047 1.3 0.2 -0.3 0.094
H -0.5033 3.2929 -0.8629 0.0 1.0 -1.2 0.066
H 1.1390 2.6323 -0.6538 1.9 -0.2 -0.5 0.059
H 2.8437 -1.5029 -2.1873 -0.2 0.3 0.9 0.075
H 1.7245 -0.3121 -2.9629 -0.2 -2.2 1.9 0.138
H 1.1275 -2.0381 -2.2572 0.7 1.1 -0.2 0.092
H 0.3417 -1.5382 1.8869 0.4 -2.1 -0.3 0.056
H -1.8583 -0.7282 2.4320 -0.2 -1.0 0.4 0.064
H -1.5143 0.8401 2.0545 1.1 -0.8 0.0 0.094
H -0.6873 0.1791 3.3390 1.0 0.2 3.1 0.021
H 1.6722 0.4185 3.2848 -0.6 0.0 0.3 0.023
```
Forces are in eV/Å.

***

No. 2
Density functional theory data (ωB97M-V with the def2-TZVPD basis set) for 2 unconnected molecules or ions with the total composition C6H14O3SSi in a non-equilibrium geometry.

Properties
- E_HOMO (alpha / beta) (eV) = -7.169 / -6.221
- energy (eV) = -31301.654
- energy above the lowest of the compared OMol25 structures with the same formula, charge and spin (kcal/mol) = 70.7
- Kohn-Sham gap (alpha / beta) (eV) = 7.49 / 6.08
- M (g mol⁻¹) = 194.328

```
25
Properties=species:S:1:pos:R:3:forces:R:3:lowdin_charge:R:1
C -1.8331 -2.5280 0.5686 -1.7 -0.9 -1.8 -0.007
C -2.3713 -1.3436 0.2132 0.7 1.3 -0.8 -0.305
C 1.8471 1.4140 2.4660 -2.2 2.6 1.2 -0.190
C 0.2031 2.0962 -1.8288 1.4 -0.9 -0.7 -0.070
C 1.9544 -1.6961 -1.5877 0.4 -2.4 -1.1 -0.163
C -2.1805 -0.1225 0.9153 -1.1 0.6 -2.1 -0.503
O 1.9617 0.6324 1.3766 1.4 -1.0 -1.1 -0.198
O 0.8165 0.8999 -1.2746 -0.2 1.2 -2.7 -0.223
O 1.9195 -1.1674 -0.3185 1.0 -1.0 0.7 -0.205
Si 1.1545 0.1481 0.0821 -2.8 0.4 1.7 0.367
S -2.8539 1.5017 0.4211 -0.5 -2.2 -0.5 0.673
H -1.9826 -3.4560 -0.0324 0.3 1.0 0.5 0.073
H -1.5425 -2.6026 1.5498 1.2 -0.6 2.1 0.026
H -2.7512 -1.2101 -0.7847 -0.4 -0.2 -0.4 0.081
H 1.3265 0.9581 3.3148 0.7 -0.7 0.1 0.081
H 1.0696 2.2271 2.2821 1.3 -0.2 0.0 0.096
H 2.8222 1.8249 2.7409 -0.3 0.0 0.1 0.090
H 0.1977 2.3007 -2.9523 0.6 -1.3 1.3 0.115
H 0.7882 2.8344 -1.3811 0.5 1.9 0.5 0.060
H -0.7859 2.1331 -1.5146 -1.8 0.1 0.7 0.008
H 1.3478 -1.0547 -2.2613 1.3 -0.3 -0.3 0.076
H 1.3873 -2.6824 -1.5996 0.8 0.9 0.1 0.093
H 3.0795 -1.9485 -1.7864 -2.2 0.8 -0.5 0.123
H -1.7705 -0.1339 1.8587 0.8 0.1 2.0 0.005
H -3.8043 0.9752 -0.4673 0.9 0.6 0.9 -0.103
```
Forces are in eV/Å.

***

Question: The lowest energy belongs to which entry?
Answer: number 1

***

Copy entry 2 word for word.
Density functional theory data (ωB97M-V with the def2-TZVPD basis set) for 2 unconnected molecules or ions with the total composition C6H14O3SSi in a non-equilibrium geometry.

Properties
- E_HOMO (alpha / beta) (eV) = -7.169 / -6.221
- energy (eV) = -31301.654
- energy above the lowest of the compared OMol25 structures with the same formula, charge and spin (kcal/mol) = 70.7
- Kohn-Sham gap (alpha / beta) (eV) = 7.49 / 6.08
- M (g mol⁻¹) = 194.328

```
25
Properties=species:S:1:pos:R:3:forces:R:3:lowdin_charge:R:1
C -1.8331 -2.5280 0.5686 -1.7 -0.9 -1.8 -0.007
C -2.3713 -1.3436 0.2132 0.7 1.3 -0.8 -0.305
C 1.8471 1.4140 2.4660 -2.2 2.6 1.2 -0.190
C 0.2031 2.0962 -1.8288 1.4 -0.9 -0.7 -0.070
C 1.9544 -1.6961 -1.5877 0.4 -2.4 -1.1 -0.163
C -2.1805 -0.1225 0.9153 -1.1 0.6 -2.1 -0.503
O 1.9617 0.6324 1.3766 1.4 -1.0 -1.1 -0.198
O 0.8165 0.8999 -1.2746 -0.2 1.2 -2.7 -0.223
O 1.9195 -1.1674 -0.3185 1.0 -1.0 0.7 -0.205
Si 1.1545 0.1481 0.0821 -2.8 0.4 1.7 0.367
S -2.8539 1.5017 0.4211 -0.5 -2.2 -0.5 0.673
H -1.9826 -3.4560 -0.0324 0.3 1.0 0.5 0.073
H -1.5425 -2.6026 1.5498 1.2 -0.6 2.1 0.026
H -2.7512 -1.2101 -0.7847 -0.4 -0.2 -0.4 0.081
H 1.3265 0.9581 3.3148 0.7 -0.7 0.1 0.081
H 1.0696 2.2271 2.2821 1.3 -0.2 0.0 0.096
H 2.8222 1.8249 2.7409 -0.3 0.0 0.1 0.090
H 0.1977 2.3007 -2.9523 0.6 -1.3 1.3 0.115
H 0.7882 2.8344 -1.3811 0.5 1.9 0.5 0.060
H -0.7859 2.1331 -1.5146 -1.8 0.1 0.7 0.008
H 1.3478 -1.0547 -2.2613 1.3 -0.3 -0.3 0.076
H 1.3873 -2.6824 -1.5996 0.8 0.9 0.1 0.093
H 3.0795 -1.9485 -1.7864 -2.2 0.8 -0.5 0.123
H -1.7705 -0.1339 1.8587 0.8 0.1 2.0 0.005
H -3.8043 0.9752 -0.4673 0.9 0.6 0.9 -0.103
```
Forces are in eV/Å.

***

Question: Number 1 is which compound?
Answer: C6H14O3SSi

***

Question: Number 1 is which compound?
Answer: C6H14O3SSi